{"formula": "C6H28ClO12", "method": "the ωB97M-V functional and the def2-TZVPD basis", "elements": ["Cl", "O", "O", "O", "O", "O", "H", "H", "O", "H", "H", "O", "H", "H", "O", "H", "H", "O", "H", "H", "O", "H", "H", "C", "C", "C", "O", "H", "H", "H", "H", "H", "H", "H", "H", "C", "C", "C", "O", "H", "H", "H", "H", "H", "H", "H", "H"], "coordinates": [[-1.30283, 0.84879, -1.06707], [-0.31957, 1.92354, -1.04690], [-1.30062, 0.15783, -2.33739], [-0.92834, -0.08568, -0.03210], [-2.59235, 1.39508, -0.74668], [-2.46926, 2.37422, -4.33944], [-2.26181, 1.81354, -3.58117], [-2.25433, 3.26242, -4.04188], [1.49563, 0.71581, -3.54733], [1.83308, 1.44567, -3.00735], [0.72212, 0.45347, -3.03189], [-2.56378, -2.45932, -3.39686], [-3.11435, -2.40307, -2.61036], [-1.92213, -1.74910, -3.27633], [-2.52203, 3.49320, 1.61454], [-1.64871, 3.88557, 1.71805], [-2.43149, 2.93135, 0.83531], [-3.69945, -0.92786, 1.46441], [-4.05702, -0.11263, 1.82806], [-2.92994, -0.63638, 0.96155], [2.01904, 3.21242, -2.15695], [2.59507, 3.32777, -1.39531], [1.13214, 3.13429, -1.77801], [0.54042, -3.79967, 1.09111], [1.60237, -3.68605, 0.01056], [1.30537, -2.56594, -0.99014], [2.88935, -3.44326, 0.60741], [0.81919, -4.50454, 1.87186], [-0.37917, -4.15685, 0.61981], [0.34612, -2.79875, 1.48204], [1.69435, -4.61245, -0.56357], [0.53031, -2.89410, -1.68654], [2.19398, -2.33096, -1.57078], [0.95175, -1.69315, -0.44141], [2.77543, -3.13528, 1.50952], [0.23242, 0.69727, 3.53201], [1.22247, 1.61991, 2.81830], [2.12847, 0.90294, 1.84479], [0.45460, 2.61727, 2.10275], [0.78115, 0.01476, 4.19588], [-0.26943, 0.04707, 2.81602], [-0.41774, 1.31484, 4.14428], [1.80967, 2.17080, 3.55391], [2.93706, 1.56900, 1.53726], [1.59909, 0.55815, 0.95020], [2.58512, -0.01716, 2.22287], [0.18860, 2.12520, 1.31292]], "nbo_charge": [2.548, -0.908, -0.871, -0.887, -0.855, -0.948, 0.483, 0.461, -0.972, 0.484, 0.473, -0.955, 0.467, 0.488, -0.962, 0.474, 0.484, -0.959, 0.467, 0.488, -0.959, 0.469, 0.499, -0.642, 0.103, -0.632, -0.737, 0.204, 0.223, 0.211, 0.157, 0.211, 0.223, 0.217, 0.460, -0.629, 0.095, -0.646, -0.742, 0.191, 0.221, 0.219, 0.162, 0.208, 0.228, 0.207, 0.477], "homo_lumo_gap_ev": 10.54, "charge": -1, "de_lowest_ev": 0.000, "homo_ev": -7.86, "lumo_ev": 2.6809}

{"formula": "C28H35B2F4N6V", "method": "the ωB97M-V functional and the def2-TZVPD basis", "elements": ["V", "C", "C", "C", "C", "C", "C", "N", "N", "B", "N", "C", "C", "C", "N", "C", "C", "C", "N", "C", "C", "C", "N", "C", "C", "C", "H", "H", "H", "H", "H", "H", "H", "H", "H", "H", "H", "H", "H", "H", "H", "H", "H", "H", "H", "H", "H", "H", "H", "H", "H", "H", "H", "H", "C", "C", "C", "C", "C", "C", "C", "C", "C", "C", "H", "H", "H", "H", "H", "H", "H", "F", "B", "F", "F", "F"], "coordinates": [[0.03684, 0.01255, 0.06043], [0.88217, -4.12535, -1.12380], [1.60188, -4.40093, 0.19428], [0.75121, -5.26772, 1.12930], [2.04114, -3.14311, 0.88949], [2.88010, -3.07781, 2.02823], [3.11986, -1.74100, 2.21433], [2.45444, -1.05891, 1.25665], [1.79018, -1.92269, 0.44746], [2.80452, 0.33439, 0.70457], [2.55983, 0.30384, -0.82594], [3.47873, 0.40428, -1.79723], [2.82845, 0.36911, -3.01494], [1.46730, 0.22758, -2.69833], [1.32859, 0.18527, -1.37402], [0.27963, 0.14886, -3.61472], [-0.48322, -1.16577, -3.40185], [0.70106, 0.30639, -5.07327], [1.93545, 1.50487, 1.25399], [2.39090, 2.56305, 1.94900], [1.58724, 3.63831, 1.65937], [0.62384, 3.15453, 0.75228], [0.83489, 1.85305, 0.54612], [-0.34830, 4.02309, -0.00220], [-1.69772, 4.17879, 0.70756], [-0.50829, 3.53520, -1.44422], [0.75539, -5.05742, -1.67950], [1.45193, -3.42262, -1.73458], [-0.10019, -3.69674, -0.93796], [2.52305, -4.95271, -0.03161], [-0.12881, -4.71588, 1.45334], [1.32164, -5.56128, 2.01342], [0.41862, -6.16988, 0.61073], [3.25069, -3.90022, 2.61725], [3.72900, -1.22873, 2.94217], [3.95429, 0.58843, 0.94283], [4.52593, 0.49407, -1.56278], [3.27925, 0.43408, -3.99008], [-0.39558, 0.97149, -3.35612], [0.16405, -2.01903, -3.61628], [-1.35015, -1.21593, -4.06396], [-0.82578, -1.24369, -2.37068], [1.37067, -0.50535, -5.36670], [1.21538, 1.25559, -5.23636], [-0.17715, 0.27227, -5.71895], [3.26815, 2.48606, 2.56987], [1.67411, 4.64279, 2.03897], [0.11546, 5.01453, -0.02758], [-2.18138, 3.21627, 0.83132], [-2.35908, 4.82446, 0.12501], [-1.55954, 4.62580, 1.69470], [-0.88112, 2.51253, -1.44225], [0.45307, 3.55541, -1.96375], [-1.20983, 4.17429, -1.98435], [-2.63388, 0.99262, 4.25650], [-1.38452, 0.52645, 3.80654], [-1.13515, 0.43501, 2.46661], [-2.10246, 0.80870, 1.49673], [-1.80508, 0.73168, 0.09473], [-2.84252, 0.98754, -0.77461], [-4.12313, 1.36925, -0.32418], [-4.38435, 1.51220, 1.01131], [-3.37988, 1.22327, 1.96325], [-3.60998, 1.31658, 3.35483], [-2.82583, 1.06918, 5.32017], [-0.63361, 0.21268, 4.52103], [-0.18537, -0.00583, 2.14976], [-2.68114, 0.90020, -1.84730], [-4.90950, 1.56158, -1.04773], [-5.36560, 1.82116, 1.35583], [-4.59079, 1.63036, 3.69895], [-2.03742, -3.98897, 0.48602], [-1.83532, -2.67034, 0.89150], [-3.04869, -2.07389, 1.19837], [-0.92927, -2.61903, 1.96512], [-1.19932, -1.95883, -0.22215]], "mulliken_spin": [2.779, 0.002, -0.003, 0.000, 0.015, -0.005, 0.013, -0.043, 0.071, -0.054, -0.001, 0.041, -0.001, 0.047, -0.046, 0.084, 0.014, 0.001, 0.004, 0.016, 0.000, 0.037, 0.019, 0.005, -0.003, 0.003, 0.000, -0.001, 0.002, 0.000, 0.000, 0.000, 0.000, 0.000, 0.001, 0.002, 0.003, 0.002, -0.035, 0.004, 0.001, 0.024, 0.000, 0.000, 0.000, 0.001, 0.001, 0.001, 0.003, 0.000, 0.000, 0.055, 0.002, 0.000, -0.008, 0.037, 0.066, -0.194, 0.074, 0.006, -0.019, 0.051, -0.023, 0.009, 0.000, 0.002, -0.042, 0.008, 0.000, 0.003, 0.000, 0.000, -0.032, 0.000, 0.005, -0.006], "homo_lumo_gap_ev": [6.58, 7.53], "charge": -1, "s_squared": 3.7677, "de_lowest_ev": 2.207, "homo_ev": [-3.99, -4.94], "lumo_ev": [2.5949, 2.5875], "spin_multiplicity": 4}

{"formula": "C36H68FN2O24", "method": "the ωB97M-V functional and the def2-TZVPD basis", "elements": ["C", "C", "O", "N", "C", "C", "C", "C", "C", "C", "F", "C", "C", "C", "C", "O", "C", "O", "N", "C", "C", "H", "H", "H", "H", "H", "H", "H", "H", "H", "H", "H", "H", "H", "H", "H", "H", "H", "H", "H", "H", "H", "H", "H", "H", "H", "H", "C", "O", "C", "O", "O", "C", "H", "H", "H", "H", "H", "H", "C", "O", "C", "O", "O", "C", "H", "H", "H", "H", "H", "H", "C", "O", "C", "O", "O", "C", "H", "H", "H", "H", "H", "H", "C", "O", "C", "O", "O", "C", "H", "H", "H", "H", "H", "H", "C", "O", "C", "O", "O", "C", "H", "H", "H", "H", "H", "H", "C", "O", "C", "O", "O", "C", "H", "H", "H", "H", "H", "H", "C", "O", "C", "O", "O", "C", "H", "H", "H", "H", "H", "H"], "coordinates": [[-2.83849, -5.73605, -8.80494], [-2.23295, -4.26423, -8.62629], [-2.36817, -3.45038, -9.59670], [-1.49083, -3.77007, -7.44870], [-1.01906, -4.92335, -6.57584], [-2.40071, -2.97143, -6.52858], [-2.67006, -1.51443, -7.14300], [-3.23812, -0.42541, -6.10275], [-4.17052, -1.01264, -4.92911], [-3.26951, -1.44762, -3.67902], [-1.82649, -1.16829, -3.72710], [-3.31233, -3.00012, -3.18228], [-2.25643, -2.76808, -1.95702], [-1.13961, -3.84661, -1.60098], [0.22847, -3.28936, -2.33284], [1.22835, -4.33994, -2.46109], [2.29065, -3.85464, -3.32471], [2.27743, -4.06151, -4.56949], [-2.56885, -1.59655, -1.41054], [-1.82858, -1.12858, -0.18473], [-3.63223, -0.83794, -2.19994], [-3.11025, -6.22514, -7.79788], [-3.79021, -5.61704, -9.44888], [-2.03066, -6.36577, -9.33735], [-1.77767, -5.20352, -5.76051], [-0.09159, -4.51413, -6.01012], [-0.64647, -5.81423, -7.18632], [-1.82385, -2.93079, -5.52328], [-3.38009, -3.56029, -6.31015], [-1.65795, -1.14371, -7.56640], [-3.38588, -1.62240, -8.02570], [-2.37405, 0.24142, -5.72585], [-3.91135, 0.28951, -6.72007], [-4.95892, -0.22017, -4.63899], [-4.74178, -1.93428, -5.30611], [-2.96719, -3.81019, -3.90362], [-4.35110, -3.20638, -2.72232], [-0.98535, -4.06736, -0.50026], [-1.39331, -4.80623, -2.19228], [-0.02367, -2.94019, -3.39417], [0.60942, -2.44211, -1.64872], [3.14998, -3.26755, -2.84802], [-2.33597, -0.20004, 0.25499], [-1.65589, -1.96512, 0.57613], [-0.79085, -0.78235, -0.54882], [-4.58301, -1.23808, -1.69245], [-3.54252, 0.29578, -2.06670], [2.70125, -1.28089, 3.52380], [2.10212, -0.13824, 4.13411], [1.19902, 0.49234, 3.36422], [0.87493, 0.17457, 2.24274], [0.71895, 1.53659, 4.05787], [-0.26025, 2.30622, 3.35897], [3.41014, -1.70752, 4.23428], [1.94560, -2.03624, 3.29544], [3.24757, -0.99500, 2.62183], [-1.13445, 1.69491, 3.12282], [0.16566, 2.73955, 2.45107], [-0.57524, 3.11930, 4.01373], [-0.10475, 4.85804, -0.99442], [-0.89052, 4.93409, 0.19379], [-1.84516, 5.88261, 0.16342], [-2.06835, 6.63308, -0.75436], [-2.50458, 5.84710, 1.33342], [-3.55460, 6.80873, 1.44314], [0.63079, 4.06332, -0.86053], [-0.72967, 4.60715, -1.85476], [0.42834, 5.79588, -1.16412], [-4.31685, 6.63611, 0.68003], [-3.15695, 7.82342, 1.36983], [-4.01659, 6.69019, 2.42414], [8.37700, -1.79453, 0.60883], [7.60590, -1.71308, 1.80708], [7.21471, -0.46891, 2.12790], [7.45832, 0.53606, 1.50215], [6.50410, -0.53572, 3.26561], [6.02010, 0.72525, 3.73050], [8.63615, -2.84191, 0.44949], [7.79498, -1.44831, -0.24850], [9.30141, -1.22076, 0.70557], [5.34428, 1.17306, 2.99774], [6.85078, 1.39886, 3.95254], [5.46232, 0.55115, 4.65157], [-7.10289, 3.14251, 3.57409], [-8.00496, 3.85439, 4.41814], [-7.67234, 5.14129, 4.61926], [-6.70995, 5.70554, 4.15666], [-8.59711, 5.68918, 5.42483], [-8.36973, 7.06524, 5.72676], [-7.46907, 2.11909, 3.48266], [-7.07350, 3.58947, 2.57746], [-6.10345, 3.11394, 4.01491], [-8.39081, 7.66838, 4.81628], [-7.42097, 7.19281, 6.25313], [-9.17499, 7.40058, 6.38135], [-1.64930, 0.94069, 7.80858], [-2.24821, 2.07945, 8.42322], [-3.15300, 2.70842, 7.65416], [-3.47692, 2.38960, 6.53398], [-3.63476, 3.75277, 8.34825], [-4.61518, 4.51726, 7.64911], [-0.93880, 0.51246, 8.51656], [-2.40450, 0.18542, 7.57867], [-1.10516, 1.23097, 6.90656], [-5.48788, 3.90301, 7.41470], [-4.19069, 4.94932, 6.73985], [-4.93258, 5.33172, 8.30139], [6.32807, 2.51912, -0.00526], [5.72768, 3.66118, 0.60922], [4.82227, 4.28937, -0.15806], [4.49557, 3.97094, -1.27697], [4.34048, 5.33497, 0.53732], [3.36020, 6.09824, -0.16137], [7.04019, 2.09070, 0.70484], [5.57244, 1.76310, -0.23347], [6.87059, 2.80843, -0.90895], [2.48825, 5.48294, -0.39547], [3.78387, 6.53071, -1.07073], [3.04184, 6.91295, 0.49042], [9.03936, -7.28501, 1.27236], [7.67139, -6.89434, 1.15804], [7.16878, -7.00383, -0.08322], [7.76488, -7.39003, -1.05852], [5.88345, -6.60693, -0.04873], [5.21857, -6.67112, -1.30825], [9.33729, -7.15574, 2.31350], [9.16333, -8.33692, 1.00562], [9.67468, -6.65089, 0.64981], [5.19043, -7.69859, -1.67791], [5.70243, -6.01213, -2.03324], [4.19242, -6.32956, -1.16301]], "mulliken_charge": [-0.980, 0.561, -0.556, -0.042, -0.760, 0.662, -0.666, -0.648, -0.867, 0.747, -0.382, -0.484, 0.528, -0.963, -0.193, -0.317, 0.204, -0.440, 0.242, -0.993, -0.764, 0.299, 0.319, 0.302, 0.195, 0.200, 0.382, -0.787, 0.260, 0.264, 0.325, 0.356, 0.365, 0.418, 0.353, 0.141, 0.336, 0.401, 0.299, 0.265, 0.220, 0.379, 0.405, 0.279, 0.344, 0.336, 0.454, -0.621, -0.326, 0.833, -0.550, -0.301, -0.693, 0.218, 0.312, 0.261, 0.256, 0.369, 0.235, -0.723, -0.140, 0.655, -0.536, -0.259, -0.609, 0.189, 0.345, 0.296, 0.289, 0.297, 0.185, -0.624, -0.301, 0.815, -0.616, -0.329, -0.621, 0.193, 0.291, 0.292, 0.263, 0.352, 0.210, -0.546, -0.321, 0.849, -0.534, -0.333, -0.588, 0.213, 0.280, 0.224, 0.289, 0.253, 0.222, -0.457, -0.333, 0.786, -0.556, -0.331, -0.626, 0.229, 0.284, 0.145, 0.284, 0.297, 0.271, -0.639, -0.319, 0.752, -0.552, -0.337, -0.244, 0.305, 0.229, 0.407, -0.128, 0.338, 0.282, -0.633, -0.304, 0.754, -0.524, -0.297, -0.588, 0.229, 0.302, 0.289, 0.319, 0.280, 0.171], "homo_lumo_gap_ev": 7.71, "charge": 1, "homo_ev": -11.61, "lumo_ev": -3.9084}

{"formula": "C16H28N2O2", "method": "the ωB97M-V functional and the def2-TZVPD basis", "elements": ["C", "C", "O", "C", "C", "C", "N", "C", "O", "N", "C", "C", "C", "C", "C", "C", "C", "C", "C", "C", "H", "H", "H", "H", "H", "H", "H", "H", "H", "H", "H", "H", "H", "H", "H", "H", "H", "H", "H", "H", "H", "H", "H", "H", "H", "H", "H", "H"], "coordinates": [[-5.34407, -2.51363, -0.51587], [-5.32418, -1.09337, 0.02711], [-4.00542, -0.79825, 0.43170], [-3.84577, 0.39748, 1.14605], [-3.99829, 1.66907, 0.30095], [-2.94552, 1.75200, -0.80558], [-1.61564, 1.95337, -0.28254], [-0.62443, 1.02270, -0.47251], [-0.73172, 0.11366, -1.26839], [0.47648, 1.23893, 0.30981], [1.73835, 0.51995, 0.14478], [2.29549, 0.69881, -1.27226], [3.62249, -0.04650, -1.39690], [4.62232, 0.51520, -0.38678], [4.06983, 0.33383, 1.02617], [3.85146, -1.15291, 1.30149], [2.85126, -1.71198, 0.29044], [3.39828, -1.53284, -1.12464], [1.52264, -0.97098, 0.42099], [2.74123, 1.07907, 1.15535], [-5.04182, -3.21166, 0.25966], [-6.34231, -2.76847, -0.86118], [-4.64408, -2.59440, -1.34228], [-5.66105, -0.39454, -0.75309], [-6.00807, -0.99945, 0.88708], [-4.55780, 0.43539, 1.98775], [-2.82939, 0.34677, 1.54722], [-3.91122, 2.53541, 0.96187], [-4.99034, 1.69512, -0.15169], [-2.91371, 0.81445, -1.36615], [-3.19681, 2.57187, -1.49032], [-1.52165, 2.62607, 0.46186], [0.53754, 2.11891, 0.79706], [2.43785, 1.76339, -1.47822], [1.57044, 0.30750, -1.98615], [4.01605, 0.08496, -2.41113], [4.79827, 1.57524, -0.58549], [5.57823, -0.00512, -0.47942], [4.78235, 0.74107, 1.75331], [4.80127, -1.68660, 1.22235], [3.47278, -1.29209, 2.31676], [2.68983, -2.77733, 0.48800], [4.33920, -2.07760, -1.23319], [2.68753, -1.93653, -1.84772], [0.79462, -1.35861, -0.29084], [1.11441, -1.09625, 1.42654], [2.89768, 2.14603, 0.97052], [2.34542, 0.96286, 2.16752]], "nbo_charge": [-0.618, -0.058, -0.537, -0.059, -0.436, -0.229, -0.640, 0.796, -0.668, -0.652, 0.156, -0.423, -0.220, -0.399, -0.217, -0.399, -0.221, -0.399, -0.420, -0.406, 0.211, 0.207, 0.217, 0.157, 0.157, 0.162, 0.190, 0.197, 0.209, 0.246, 0.185, 0.375, 0.382, 0.200, 0.238, 0.211, 0.202, 0.205, 0.210, 0.205, 0.203, 0.212, 0.202, 0.211, 0.245, 0.204, 0.200, 0.208], "homo_lumo_gap_ev": 9.76, "smiles": "CCOCCCNC(=O)N[C@]12C[C@H]3C[C@H](C[C@H](C3)C1)C2", "de_lowest_ev": 0.091, "homo_ev": -9.01, "lumo_ev": 0.7529}